No. 1
Below is the molecule C6H10O, with properties calculated with ωB97M-V/def2-TZVPD.

XYZ file:
```
17
C6H10O ωB97M-V/def2-TZVPD
C -1.28 -0.28 0.34
C -0.59 -1.50 -0.28
O 0.73 -1.24 -0.71
C 1.52 -0.60 0.28
C 1.49 0.90 0.14
C 0.39 1.60 -0.18
C -0.99 1.03 -0.41
H -0.98 -0.16 1.39
H -2.36 -0.47 0.35
H -0.59 -2.34 0.43
H -1.12 -1.82 -1.18
H 1.18 -0.90 1.28
H 2.54 -0.97 0.17
H 2.43 1.43 0.28
H 0.49 2.68 -0.30
H -1.15 0.88 -1.49
H -1.72 1.78 -0.10
```

Values from the calculation:
DFT total energy in Eh: -309.818933
Frontier orbital gap in eV: 10.3
Charge: 0
HOMO level in Ha: -0.3380
Relative energy (zero: lowest compared OMol25 entry of this formula, charge and spin) in kJ/mol: 61.5
SMILES string: C1=CCOCCC1
Lowest unoccupied orbital energy in eV: 1.09

***

No. 2
Below is a structure of composition C24H57NOP2PtSi4, with properties calculated with ωB97M-V/def2-TZVPD.

XYZ file:
```
90
C24H57NOP2PtSi4 ωB97M-V/def2-TZVPD
Pt 0.92 -0.91 -1.04
P -0.20 -1.67 -2.88
P 2.90 -0.57 0.23
N 0.54 -2.42 0.15
H -0.50 -0.80 -0.15
C 0.73 -2.03 -4.40
H 0.10 -1.86 -5.29
H 1.04 -3.08 -4.39
H 1.62 -1.40 -4.46
C -1.50 -0.45 -3.23
H -2.24 -0.88 -3.90
H -1.06 0.44 -3.70
H -2.01 -0.15 -2.30
C -1.12 -3.19 -2.50
H -1.78 -3.44 -3.34
H -1.73 -3.06 -1.61
H -0.43 -4.02 -2.33
C 4.56 -0.81 -0.52
H 5.34 -0.77 0.26
H 4.68 0.01 -1.25
H 4.60 -1.78 -1.03
C 3.17 1.11 0.94
H 4.02 1.08 1.66
H 2.26 1.44 1.47
H 3.41 1.80 0.12
C 3.02 -1.60 1.74
H 3.94 -1.37 2.30
H 3.04 -2.66 1.46
H 2.16 -1.43 2.40
C 0.82 -3.69 0.22
C 2.14 -5.52 -0.52
C 1.83 -4.18 -0.65
C 0.08 -4.48 1.14
C 0.44 -5.80 1.23
C 1.46 -6.31 0.40
H 2.92 -5.90 -1.17
H 2.28 -3.46 -1.35
H -0.72 -4.00 1.73
H -0.08 -6.43 1.93
H 1.73 -7.37 0.46
C 2.59 1.92 -2.98
O 3.40 1.03 -2.67
C 1.91 1.84 -4.30
H 1.16 2.62 -4.33
H 1.51 0.83 -4.39
H 2.59 2.04 -5.12
C 2.10 2.92 -1.94
H 2.93 3.60 -1.70
H 1.82 2.34 -1.02
H 1.26 3.53 -2.31
C 0.69 2.12 3.94
Si -0.38 2.92 2.61
C -1.85 3.67 3.53
C 0.62 4.23 1.71
Si -1.01 1.44 0.88
Si -1.91 -0.38 2.01
C -3.25 0.12 3.21
C -2.54 -1.66 0.77
C -0.46 -1.22 2.87
Si -2.82 2.48 -0.24
C -3.66 3.86 0.73
C -2.04 3.18 -1.82
C -4.19 1.27 -0.72
H 0.21 1.27 4.43
H 1.66 1.79 3.54
H 0.89 2.88 4.70
H -1.50 3.99 4.52
H -2.25 4.54 3.01
H -2.67 2.95 3.68
H 1.65 3.89 1.52
H 0.68 5.12 2.35
H 0.18 4.54 0.75
H -4.04 0.74 2.75
H -3.72 -0.82 3.56
H -2.86 0.66 4.08
H -1.70 -2.23 0.35
H -3.14 -2.40 1.32
H -3.09 -1.26 -0.09
H 0.10 -1.84 2.15
H 0.26 -0.55 3.34
H -0.85 -1.93 3.61
H -2.98 4.71 0.90
H -4.52 4.23 0.14
H -4.04 3.51 1.70
H -1.41 2.44 -2.32
H -2.84 3.48 -2.51
H -1.43 4.06 -1.60
H -3.97 0.77 -1.67
H -4.37 0.50 0.05
H -5.12 1.84 -0.85
```

Values from the calculation:
DFT total energy in Eh: -3038.542080
Frontier orbital gap (alpha / beta) in eV: 5.5 / 6.1
Charge: 0
HOMO level (alpha / beta) in Ha: -0.1849 / -0.2639
Relative energy (zero: lowest compared OMol25 entry of this formula, charge and spin) in kJ/mol: 93.6
Lowest unoccupied orbital energy (alpha / beta) in eV: 0.49 / -1.04
2S+1: 5

***

No. 3
Below is the molecule C5H12N2O2, with properties calculated with ωB97M-V/def2-TZVPD.

XYZ file:
```
21
C5H12N2O2 ωB97M-V/def2-TZVPD
C -0.08 0.15 0.82
C -0.01 1.58 1.38
C -1.37 -0.54 1.28
C 1.10 -2.09 -0.85
O 2.13 -1.77 -0.26
H 0.74 -0.40 1.30
H 0.88 -3.11 -1.19
H -0.27 1.59 2.45
H -0.70 2.26 0.86
H 1.00 1.98 1.29
H -1.56 -0.36 2.35
H -2.25 -0.19 0.73
H -1.29 -1.63 1.15
C 0.10 0.08 -0.73
N -0.96 0.77 -1.39
N 1.25 0.78 -1.22
O 0.07 -1.27 -1.19
H -0.59 1.14 -2.26
H 1.41 0.50 -2.18
H -1.67 0.08 -1.64
H 2.06 0.43 -0.71
```

Values from the calculation:
DFT total energy in Eh: -457.717874
Frontier orbital gap in eV: 10.9
Charge: 0
HOMO level in Ha: -0.3701
Relative energy (zero: lowest compared OMol25 entry of this formula, charge and spin) in kJ/mol: 81.5
SMILES string: CC(C)C(N)(N)OC=O
Lowest unoccupied orbital energy in eV: 0.83

***

Question: Which of these has the highest DFT total energy?
Answer: C6H10O

***

Please write out number 3 again, unchanged.
Below is the molecule C5H12N2O2, with properties calculated with ωB97M-V/def2-TZVPD.

XYZ file:
```
21
C5H12N2O2 ωB97M-V/def2-TZVPD
C -0.08 0.15 0.82
C -0.01 1.58 1.38
C -1.37 -0.54 1.28
C 1.10 -2.09 -0.85
O 2.13 -1.77 -0.26
H 0.74 -0.40 1.30
H 0.88 -3.11 -1.19
H -0.27 1.59 2.45
H -0.70 2.26 0.86
H 1.00 1.98 1.29
H -1.56 -0.36 2.35
H -2.25 -0.19 0.73
H -1.29 -1.63 1.15
C 0.10 0.08 -0.73
N -0.96 0.77 -1.39
N 1.25 0.78 -1.22
O 0.07 -1.27 -1.19
H -0.59 1.14 -2.26
H 1.41 0.50 -2.18
H -1.67 0.08 -1.64
H 2.06 0.43 -0.71
```

Values from the calculation:
DFT total energy in Eh: -457.717874
Frontier orbital gap in eV: 10.9
Charge: 0
HOMO level in Ha: -0.3701
Relative energy (zero: lowest compared OMol25 entry of this formula, charge and spin) in kJ/mol: 81.5
SMILES string: CC(C)C(N)(N)OC=O
Lowest unoccupied orbital energy in eV: 0.83